{"formula": "CH3NO2P", "method": "ωB97M-V/def2-TZVPD", "elements": ["C", "N", "O", "O", "P", "H", "H", "H"], "positions_angstrom": [[1.87811, 0.04161, -0.60265], [0.90415, -0.58386, -0.00259], [-1.97678, 1.59517, -0.37966], [-1.83447, -0.59061, 0.93112], [-1.90315, 0.08354, -0.44950], [2.29386, 0.78649, 0.16417], [0.41455, -0.23323, 0.82131], [0.22373, -1.09912, -0.48219]], "e_homo_ev": -4.39, "max_force_ha_per_bohr": 0.0439, "total_charge": -1, "de_lowest_kj_mol": 72.7, "homo_lumo_gap_ev": 9.0, "total_energy_ha": -586.52465}


{"formula": "H80O40", "method": "ωB97M-V/def2-TZVPD", "elements": ["H", "H", "O", "H", "H", "O", "H", "H", "O", "H", "H", "O", "H", "H", "O", "H", "O", "H", "O", "H", "H", "O", "H", "H", "O", "H", "H", "O", "H", "H", "O", "H", "O", "H", "H", "O", "H", "H", "O", "H", "H", "O", "H", "H", "O", "H", "H", "O", "H", "H", "O", "H", "O", "H", "H", "O", "H", "O", "H", "H", "O", "H", "H", "O", "H", "H", "O", "H", "H", "O", "H", "H", "O", "H", "H", "O", "H", "H", "O", "H", "H", "O", "H", "H", "O", "H", "H", "O", "H", "O", "H", "H", "O", "H", "H", "H", "H", "H", "H", "O", "H", "H", "O", "H", "H", "O", "H", "H", "O", "H", "H", "O", "H", "H", "O", "H", "H", "O", "H", "H"], "positions_angstrom": [[-2.90786, 0.71237, -5.21359], [-3.86442, 1.75525, -4.57446], [-3.58405, 1.36325, -5.40276], [0.10134, 4.26459, 4.39378], [0.38642, 5.84102, 3.89782], [0.42692, 5.14107, 4.53527], [2.00267, -5.51268, 2.76059], [2.95191, -4.82373, 1.59096], [2.18205, -4.77296, 2.17922], [3.89854, 4.81860, -1.73658], [2.96399, 5.41667, -2.78371], [3.56732, 4.69040, -2.63331], [1.93569, -3.23756, -4.78545], [3.25708, -3.84746, -4.41974], [2.44275, -3.54134, -4.00959], [2.60689, 3.11080, -3.42389], [2.89783, 2.33565, -3.90370], [-3.23509, -2.09695, 0.29308], [-4.03832, -1.75312, 0.70051], [3.05999, 2.44568, -1.97966], [3.95353, 1.48687, -1.20529], [3.66589, 2.40415, -1.22571], [-3.07368, 1.48371, 3.58549], [-2.29873, 1.14206, 4.93899], [-2.23367, 1.40742, 4.01830], [0.46247, 4.70842, 1.62617], [-0.32765, 5.98294, 0.98763], [0.07080, 5.57587, 1.75320], [-1.39579, 3.62766, 2.11842], [-2.25724, 3.50450, 0.57588], [-1.55125, 3.47617, 1.20079], [0.62745, -4.79431, 0.32754], [0.29688, -4.04025, -0.16815], [-1.64922, -3.01761, -0.58238], [-1.51081, -3.21163, -2.01979], [-1.98410, -2.63593, -1.40514], [-0.73827, -5.45469, 4.04352], [-1.93200, -5.44865, 3.11280], [-1.03087, -5.79134, 3.18762], [-3.08322, 5.48678, -1.52514], [-4.32156, 4.55604, -1.22717], [-4.02486, 5.37827, -1.61541], [-3.82058, -3.27453, 2.29191], [-4.29649, -2.69589, 3.74939], [-3.59030, -2.83930, 3.12470], [1.77901, -1.04352, -4.39951], [0.48550, -1.60151, -5.15574], [1.39477, -1.30469, -5.22919], [2.06496, 1.12547, -6.35133], [0.92235, 0.45165, -5.54021], [1.20155, 1.28518, -5.95735], [2.41651, 3.55798, 2.48468], [2.00594, 3.44727, 1.61991], [-2.03323, -0.54230, -2.42651], [-1.61293, 0.71439, -2.58997], [-2.31401, 0.18936, -3.02632], [-2.25465, 3.34677, -2.34008], [-2.16898, 3.51802, -1.38267], [-0.21543, 0.28331, 2.96011], [0.96155, -0.37430, 2.24527], [0.41506, 0.41947, 2.24889], [1.97860, -0.86356, -1.60758], [3.01125, -1.03815, -2.82362], [2.32978, -0.49196, -2.42173], [-0.71378, -2.31197, 6.64967], [-2.10812, -2.19218, 6.06528], [-1.42717, -1.68841, 6.46092], [1.04493, 4.26577, -5.21676], [1.05401, 2.80737, -5.08247], [0.68455, 3.60784, -4.60650], [-1.01316, -3.57532, 2.09625], [0.40603, -4.05854, 1.85641], [-0.22433, -3.35186, 1.58458], [-0.65677, -1.55497, 1.13808], [-0.37556, 0.03680, 0.77658], [-0.66205, -0.88908, 0.44126], [1.93267, -2.68717, 1.77264], [1.36002, -1.95746, 2.99946], [2.09632, -1.99463, 2.40490], [1.39154, -0.48703, 0.22348], [2.10379, 0.87529, 0.27077], [2.24688, -0.05466, 0.35173], [-0.89639, -1.13316, 4.55464], [-1.77445, -1.60331, 3.36733], [-0.91025, -1.26431, 3.61000], [-2.42138, 1.60791, 1.40142], [-1.97043, 0.19651, 1.33607], [-2.77020, 0.72096, 1.55101], [3.86459, -4.46987, -0.61582], [3.23330, -5.15591, -0.36817], [2.09756, -3.26507, -1.95271], [1.66756, -3.13769, -0.45354], [2.29997, -2.83807, -1.10569], [1.41141, 2.71445, 1.84563], [2.70331, 1.47647, -4.12707], [-1.36483, 3.32698, -0.89792], [-3.77238, -0.89097, 1.03979], [0.14884, -3.32644, 0.43061], [2.45909, -4.87586, -0.81746], [-1.13932, 6.69149, -1.79347], [-1.41800, 6.19678, -1.01607], [-1.59682, 6.16836, -2.46495], [-3.59082, -4.31641, 0.64848], [-3.92037, -5.00605, 0.05684], [-4.40568, -3.82197, 0.82153], [5.17482, -1.42293, 4.07518], [4.69367, -1.61452, 3.26559], [4.46145, -1.04792, 4.59444], [-6.02309, 0.97721, 1.33046], [-5.31180, 0.79503, 1.94681], [-5.79921, 0.72311, 0.43225], [0.40195, -3.54665, 5.26023], [0.78252, -2.67370, 5.10708], [1.22544, -4.05392, 5.31887], [-1.95936, 3.43098, -4.07543], [-1.01813, 3.17344, -4.13750], [-1.95166, 4.29595, -4.48124], [6.29577, -1.70896, -2.50918], [6.19249, -1.91702, -1.57598], [6.36018, -0.74877, -2.51369]], "e_homo_ev": -10.16, "max_force_ha_per_bohr": 0.1761, "total_charge": 0, "de_lowest_kj_mol": 1070.8, "homo_lumo_gap_ev": 9.3, "total_energy_ha": -3057.34950}


{"formula": "C6H9EuO4", "method": "ωB97M-V/def2-TZVPD", "elements": ["O", "C", "C", "H", "H", "H", "O", "C", "O", "Eu", "O", "C", "H", "C", "H", "H", "C", "H", "H", "H"], "positions_angstrom": [[-0.94851, -0.64660, 0.60203], [0.39361, -1.04317, 0.62480], [0.74640, -2.32114, 0.52918], [1.08409, -0.19854, 0.66667], [1.80765, -2.57051, 0.50455], [0.00865, -3.12247, 0.46341], [1.87792, 3.08403, 5.29419], [1.15572, 2.05388, 4.92149], [1.68371, 1.29620, 4.05779], [-0.38799, 0.06957, 4.21494], [-1.74363, -1.00817, 2.66329], [-1.78672, -1.17449, 1.45121], [-2.53234, -1.81661, 0.96639], [1.43978, 3.82881, 6.44246], [1.51762, 4.88655, 6.16097], [0.38415, 3.59155, 6.63101], [2.30437, 3.51523, 7.64237], [2.20901, 2.45836, 7.92705], [3.36024, 3.73200, 7.43074], [1.98657, 4.13448, 8.49211]], "e_homo_ev": [-11.20, -11.31], "max_force_ha_per_bohr": 0.0504, "spin_multiplicity": 8, "total_charge": 1, "de_lowest_kj_mol": 34.4, "homo_lumo_gap_ev": [6.9, 7.1], "total_energy_ha": -1245.01217}


{"formula": "C31H21InN7O6S", "method": "ωB97M-V/def2-TZVPD", "elements": ["In", "O", "C", "O", "C", "C", "C", "N", "C", "C", "C", "C", "C", "C", "C", "N", "C", "C", "C", "C", "C", "N", "H", "H", "H", "H", "H", "H", "H", "H", "H", "H", "N", "C", "S", "N", "N", "C", "C", "C", "C", "C", "C", "C", "C", "C", "C", "C", "C", "N", "H", "H", "H", "H", "H", "H", "H", "H", "H", "H", "H", "O", "C", "O", "C", "O", "O"], "positions_angstrom": [[0.14690, 0.37142, -0.01638], [-2.79933, 0.33966, -6.65075], [-2.40445, 1.37935, -6.09542], [-2.37994, 2.56193, -6.47532], [-1.85162, 1.16066, -4.65968], [-1.37094, 2.21977, -3.90757], [-0.90288, 1.98661, -2.62559], [-0.92602, 0.76935, -2.07570], [-1.39252, -0.25834, -2.78699], [-1.84875, -0.09921, -4.08593], [-1.44595, -1.56710, -2.08196], [-2.06370, -2.67438, -2.65172], [-2.15669, -3.84352, -1.91951], [-1.64188, -3.87515, -0.63542], [-1.02578, -2.73791, -0.14623], [-0.91935, -1.61683, -0.85421], [-0.38004, 3.07873, -1.75854], [-0.19995, 4.37936, -2.21271], [0.25492, 5.33561, -1.32404], [0.51483, 4.97637, -0.01092], [0.33337, 3.65574, 0.35620], [-0.10283, 2.73405, -0.50113], [-1.39407, 3.19973, -4.36182], [-2.22150, -0.91018, -4.69383], [-2.47985, -2.61699, -3.64503], [-2.63749, -4.71417, -2.34690], [-1.70125, -4.76149, -0.01987], [-0.58751, -2.71589, 0.83952], [-0.40186, 4.63233, -3.24225], [0.41029, 6.35367, -1.65719], [0.87324, 5.69399, 0.71309], [0.56165, 3.30074, 1.35212], [-1.57888, 0.02997, 4.20212], [-0.94028, -0.17922, 3.00768], [-1.67499, 0.65403, 1.65463], [0.10827, -0.93375, 3.06758], [0.75012, -1.20577, 1.88233], [1.95122, -1.63681, 2.00633], [2.70370, -1.63267, 3.28599], [2.92719, -0.42857, 3.94746], [3.68543, -0.41247, 5.10684], [4.21024, -1.59272, 5.61901], [3.99311, -2.79238, 4.95637], [3.25320, -2.80875, 3.78260], [2.66912, -2.07814, 0.78280], [3.99334, -1.70048, 0.58902], [4.59805, -2.01161, -0.61625], [3.87125, -2.71179, -1.56294], [2.56933, -3.07878, -1.25730], [1.97063, -2.77825, -0.11208], [-2.51160, 0.39891, 4.17153], [-1.33623, -0.60094, 4.94803], [2.52956, 0.48563, 3.52366], [3.87269, 0.52806, 5.60909], [4.79829, -1.57619, 6.52833], [4.40882, -3.71355, 5.34515], [3.09901, -3.73832, 3.24688], [4.50684, -1.11351, 1.33870], [5.60253, -1.67059, -0.82518], [4.29156, -2.95260, -2.52961], [1.97372, -3.63820, -1.97308], [3.86234, 0.92416, -1.65457], [2.88644, 0.77504, -0.95254], [1.79751, 0.14501, -1.30639], [2.89237, 1.31425, 0.53025], [3.93008, 1.71012, 1.02563], [1.74817, 1.25760, 1.13886]], "e_homo_ev": -5.89, "max_force_ha_per_bohr": 0.0035, "total_charge": -1, "de_lowest_kj_mol": 0.0, "homo_lumo_gap_ev": 7.6, "total_energy_ha": -2617.25149}


{"formula": "C47H38N6NaO5SSb", "method": "ωB97M-V/def2-TZVPD", "elements": ["Na", "C", "C", "C", "C", "C", "C", "N", "Sb", "C", "C", "C", "C", "C", "C", "N", "C", "C", "C", "C", "C", "C", "N", "H", "H", "H", "H", "H", "H", "H", "H", "H", "H", "H", "H", "H", "H", "H", "H", "H", "H", "O", "S", "O", "N", "C", "C", "C", "C", "C", "C", "C", "C", "N", "C", "C", "C", "C", "C", "C", "C", "H", "H", "H", "H", "H", "H", "H", "H", "H", "H", "H", "O", "C", "C", "C", "C", "C", "C", "C", "O", "O", "H", "H", "H", "H", "H", "N", "C", "C", "C", "C", "C", "C", "C", "H", "H", "H", "H"], "positions_angstrom": [[0.16015, -0.07305, 0.20806], [-1.85783, -2.88408, -0.32048], [-2.51082, -2.26658, 0.85369], [-3.67224, -2.81197, 1.41966], [-4.23002, -2.24312, 2.54547], [-3.64615, -1.10837, 3.09673], [-2.53479, -0.58322, 2.45511], [-1.97930, -1.13814, 1.37105], [-1.62296, 1.28593, 2.99036], [-2.02987, 2.12012, 1.03976], [-2.69911, 3.34208, 1.06288], [-2.88133, 4.02412, -0.12610], [-2.40385, 3.45814, -1.29509], [-1.77280, 2.21744, -1.24990], [-1.24843, 1.57214, -2.49284], [-1.59725, 1.56022, -0.09215], [0.43282, 0.62970, 3.16378], [0.98342, 0.91909, 4.40564], [2.33419, 0.68006, 4.60784], [3.07852, 0.17183, 3.56573], [2.46330, -0.09810, 2.34229], [3.28965, -0.61028, 1.19996], [1.15176, 0.12689, 2.15581], [-2.20643, -3.90628, -0.48215], [-2.09055, -2.28654, -1.27946], [-0.77281, -2.86295, -0.19140], [-4.12063, -3.68940, 0.96968], [-5.11506, -2.67924, 2.99758], [-4.04384, -0.64395, 3.98979], [-3.04694, 3.75070, 2.00374], [-3.37632, 4.98792, -0.14598], [-2.51386, 3.97205, -2.24160], [-1.45812, 2.17906, -3.37446], [-0.17281, 1.41908, -2.39148], [-1.68907, 0.57638, -2.61347], [0.36308, 1.33020, 5.19166], [2.80132, 0.90920, 5.55879], [4.14190, -0.00197, 3.67405], [4.12358, -1.20486, 1.57132], [2.68821, -1.23137, 0.54117], [3.68319, 0.24213, 0.63641], [0.47962, 2.96578, 1.56348], [1.62264, 2.92107, 0.68058], [2.91086, 2.91260, 1.34677], [1.44487, 1.80183, -0.41333], [2.45982, 1.60804, -1.34624], [3.49260, 2.49517, -1.63590], [4.47030, 2.21552, -2.60620], [4.46682, 1.04574, -3.30750], [3.45463, 0.09637, -3.04590], [3.42018, -1.16310, -3.68807], [2.43396, -2.05383, -3.39534], [1.44335, -1.67835, -2.46833], [1.43835, -0.52299, -1.85432], [2.43546, 0.37174, -2.09941], [1.50579, 4.52416, -0.12540], [1.95579, 5.64031, 0.56968], [1.86243, 6.89413, -0.01638], [1.30529, 7.02957, -1.28354], [0.84184, 5.91133, -1.96407], [0.94025, 4.65322, -1.38402], [3.56967, 3.41450, -1.07786], [5.24684, 2.95114, -2.78660], [5.23309, 0.82826, -4.04306], [4.19818, -1.40510, -4.40478], [2.40285, -3.03579, -3.84826], [0.62221, -2.34694, -2.22652], [2.38227, 5.49755, 1.55547], [2.23124, 7.76799, 0.50886], [1.24116, 8.00805, -1.74488], [0.41291, 6.01847, -2.95337], [0.59059, 3.76422, -1.89700], [3.02606, -5.55247, 3.28597], [1.84580, -5.07238, 3.69652], [1.24725, -5.58902, 4.85050], [0.03484, -5.08355, 5.29367], [-0.60645, -4.06201, 4.59870], [-0.02202, -3.55865, 3.44353], [1.18830, -4.05567, 2.97661], [1.76790, -3.53768, 1.67230], [2.91838, -3.99161, 1.35242], [1.08834, -2.73028, 1.02198], [3.20265, -5.00286, 2.42363], [1.75116, -6.38758, 5.38371], [-0.41823, -5.49474, 6.18969], [-1.55099, -3.66464, 4.95304], [-0.49303, -2.76643, 2.87223], [-6.80378, -2.25162, -6.64926], [-5.96569, -2.08278, -5.87418], [-4.92551, -1.88805, -4.90588], [-3.59727, -2.19902, -5.21440], [-2.61334, -2.05229, -4.24668], [-2.85577, -1.58667, -2.93486], [-4.21370, -1.28836, -2.68349], [-5.22675, -1.42100, -3.62161], [-3.36037, -2.55176, -6.21472], [-1.59288, -2.31697, -4.52682], [-4.48682, -0.92690, -1.69058], [-6.25579, -1.16668, -3.38205]], "e_homo_ev": -1.78, "max_force_ha_per_bohr": 0.0214, "total_charge": -2, "de_lowest_kj_mol": 0.0, "homo_lumo_gap_ev": 5.4, "total_energy_ha": -3319.41007}


{"formula": "C5H10FNO", "method": "ωB97M-V/def2-TZVPD", "elements": ["C", "C", "C", "C", "C", "N", "O", "F", "H", "H", "H", "H", "H", "H", "H", "H", "H", "H"], "positions_angstrom": [[-0.91239, 0.37500, -0.30780], [1.83163, 0.42554, 1.42571], [1.91282, 0.63581, -1.29044], [-3.17793, -0.77625, 0.10355], [1.57258, 0.01730, 0.04645], [-1.61393, -0.53430, 0.28333], [-1.11066, 1.27590, -1.05136], [1.39522, -1.33303, -0.05357], [0.91016, 0.85877, 1.84991], [2.68026, 1.11105, 1.56729], [2.15126, -0.59689, 1.85481], [1.39459, 1.63495, -1.30037], [1.54063, 0.05340, -2.12416], [3.02176, 0.65760, -1.55934], [-3.69351, -0.21463, 0.90017], [-3.55906, -0.42789, -0.81054], [-3.24081, -1.82935, 0.06248], [-1.10262, -1.33296, 0.40386]], "e_homo_ev": [-7.02, -7.15], "max_force_ha_per_bohr": 0.0900, "total_charge": 0, "de_lowest_kj_mol": 308.3, "homo_lumo_gap_ev": [7.8, 8.0], "total_energy_ha": -426.24294}


{"formula": "C3H2Cl2O", "method": "ωB97M-V/def2-TZVPD", "elements": ["C", "C", "C", "O", "Cl", "H", "Cl", "H"], "positions_angstrom": [[1.85272, 0.77765, -2.12174], [1.11481, 0.47506, -1.22352], [0.25056, 0.06854, -0.17216], [0.32070, -0.90477, 0.49922], [-1.04507, 1.25617, 0.05859], [2.49938, 1.04392, -2.90520], [-2.44930, -1.99408, 2.86329], [-2.54380, -0.72251, 3.00153]], "e_homo_ev": -11.16, "max_force_ha_per_bohr": 0.0238, "smiles": "C#CC(=O)Cl.Cl", "total_charge": 0, "de_lowest_kj_mol": 159.0, "homo_lumo_gap_ev": 10.7, "total_energy_ha": -1111.06604}


{"formula": "C8H8N4O4", "method": "ωB97M-V/def2-TZVPD", "elements": ["O", "C", "C", "C", "N", "C", "O", "N", "H", "H", "H", "H", "O", "C", "C", "C", "N", "C", "O", "N", "H", "H", "H", "H"], "positions_angstrom": [[-0.85296, 0.27586, 2.02111], [-1.68617, 0.01560, 1.18058], [-2.04931, -1.36744, 0.83519], [-2.90629, -1.42525, -0.22990], [-3.40809, -0.29730, -0.87094], [-3.28005, 1.01254, -0.39814], [-3.98005, 1.96597, -0.73507], [-2.36501, 1.03519, 0.56763], [-1.44516, -2.12726, 1.18580], [-3.22580, -2.42053, -0.54974], [-4.33877, -0.39036, -1.38826], [-2.18960, 2.04580, 0.76477], [1.06455, -1.83622, -0.80455], [1.75979, -0.86624, -0.55461], [3.04437, -1.15217, 0.03634], [3.91490, -0.11131, 0.24940], [3.51121, 1.21467, -0.05140], [2.18504, 1.54432, -0.28023], [1.70463, 2.67178, -0.03058], [1.43108, 0.42517, -0.58843], [3.37136, -2.24750, -0.00675], [4.88195, -0.35757, 0.71886], [4.43915, 1.94120, -0.21099], [0.41921, 0.45105, -0.86007]], "e_homo_ev": -9.36, "max_force_ha_per_bohr": 0.0987, "smiles": "O=c1cc[nH]c(=O)[nH]1.O=c1cc[nH]c(=O)[nH]1", "total_charge": 0, "de_lowest_kj_mol": 278.2, "homo_lumo_gap_ev": 9.7, "total_energy_ha": -829.65443}